Record 1
Entry from the OMol25 dataset: a gas-phase ion, C3H9N4 (charge +1) in a non-equilibrium geometry (wB97M-V/def2-TZVPD).

Summary:
SMILES string: N[N+]1=CNNCC1
Energy above the lowest of the compared OMol25 structures with the same formula, charge and spin in eV: 3.408
Frontier orbital gap in hartree: 0.3801
Total charge: +1
Energy in Ha: -338.395618

CARTESIAN COORDINATES (ANGSTROEM)
1 N 2.3204 0.2741 -0.0432
2 N 0.9459 0.2966 -0.3070
3 C 0.1328 1.2824 0.2307
4 N -1.1458 1.2752 0.1144
5 N -1.7836 0.1663 -0.4304
6 C -1.0912 -0.9186 0.1896
7 C 0.3031 -0.9808 -0.3529
8 H 2.8125 0.5170 -0.8698
9 H 2.5568 -0.6150 0.3945
10 H 0.6284 2.0739 0.6188
11 H -1.6603 2.0185 0.5515
12 H -2.8055 0.2544 -0.1630
13 H -1.5101 -1.8774 -0.2201
14 H -1.0111 -0.9572 1.2375
15 H 0.9160 -1.4686 0.4788
16 H 0.3917 -1.3407 -1.4294

---

Record 2
Entry from the OMol25 dataset: C4H8N2O in the gas phase (wB97M-V/def2-TZVPD).

Summary:
SMILES string: CC(=C=NO)CN
Energy above the lowest of the compared OMol25 structures with the same formula, charge and spin in eV: 4.208
Frontier orbital gap in hartree: 0.3792
Energy in Ha: -341.849019

CARTESIAN COORDINATES (ANGSTROEM)
1 C -0.1187 -1.7731 -0.6123
2 C -0.5255 -0.3378 -0.4268
3 C -1.3833 0.0346 0.4901
4 N -1.8074 0.4906 1.5668
5 O -0.6401 0.5711 2.4006
6 C 0.2776 0.7691 -1.0861
7 N 1.5503 0.8484 -0.3653
8 H -0.5623 -2.4178 0.1518
9 H 0.9716 -1.8230 -0.5256
10 H -0.3873 -2.1620 -1.5985
11 H -0.9722 0.8708 3.2537
12 H -0.3079 1.7008 -1.0689
13 H 0.4904 0.5280 -2.1340
14 H 1.3608 1.0675 0.6108
15 H 2.1186 1.6047 -0.7374

---

Record 3
Entry from the OMol25 dataset: 12 unconnected molecules or ions with the total composition C39H98O19 in a non-equilibrium geometry (wB97M-V/def2-TZVPD).

Summary:
SMILES string: C1CCOC1.C1CCOC1.COCCOC.COCCOC.COCCOC.COCCOC.COCCOC.COCCOC.COCCOC.CO.CO.CO
Energy above the lowest of the compared OMol25 structures with the same formula, charge and spin in eV: 0.000
Frontier orbital gap in hartree: 0.3581
Energy in Ha: -2973.913103

CARTESIAN COORDINATES (ANGSTROEM)
1 C 3.4220 -3.2844 2.0197
2 C 2.2041 -3.5605 2.8799
3 C 2.7022 -4.7151 3.7949
4 O 3.8971 -5.2314 3.1949
5 C 4.0422 -4.6665 1.8914
6 H 4.1582 -2.6953 2.5665
7 H 3.2027 -2.8011 1.0659
8 H 1.3387 -3.9433 2.3357
9 H 1.8794 -2.7037 3.4716
10 H 1.9600 -5.5150 3.8368
11 H 2.9616 -4.3689 4.7957
12 H 3.5795 -5.3416 1.1604
13 H 5.1060 -4.6183 1.6534
14 C -0.9124 -0.4880 0.7141
15 C 0.2164 -1.4421 0.3493
16 C 1.1271 -0.5205 -0.4404
17 O 0.2501 0.3458 -1.1805
18 C -1.0579 0.2523 -0.6035
19 H -0.6162 0.1277 1.5656
20 H -1.8605 -0.9723 0.9506
21 H -0.1456 -2.2893 -0.2392
22 H 0.6538 -1.8462 1.2652
23 H 1.8859 -1.0070 -1.0494
24 H 1.6898 0.1021 0.2740
25 H -1.6553 -0.4378 -1.2192
26 H -1.5319 1.2303 -0.5658
27 C 2.3069 -6.8936 -1.5174
28 O 1.8663 -5.8049 -2.2770
29 C 0.8559 -5.0758 -1.6023
30 C 0.3488 -4.0027 -2.5121
31 O 1.3238 -2.9908 -2.6231
32 C 0.9237 -1.9657 -3.4753
33 H 2.6985 -6.5637 -0.5471
34 H 3.0900 -7.4202 -2.0613
35 H 1.5113 -7.6331 -1.3411
36 H 1.2584 -4.6344 -0.6823
37 H 0.0277 -5.7535 -1.3615
38 H -0.5690 -3.5709 -2.0779
39 H 0.0916 -4.4143 -3.4951
40 H 1.6379 -1.1435 -3.4711
41 H -0.0520 -1.5065 -3.2542
42 H 0.8704 -2.2915 -4.5279
43 C -4.8018 -1.5872 2.7934
44 O -4.6252 -1.9057 4.1482
45 C -5.8577 -2.1692 4.7809
46 C -5.6294 -2.4007 6.2469
47 O -5.4765 -1.1548 6.8904
48 C -5.4769 -1.2527 8.2914
49 H -5.3402 -2.4030 2.2871
50 H -3.8384 -1.4534 2.3053
51 H -5.3738 -0.6675 2.6082
52 H -6.2829 -3.0726 4.3177
53 H -6.5361 -1.3173 4.6587
54 H -4.7407 -3.0220 6.4163
55 H -6.5008 -2.9348 6.6540
56 H -4.5564 -1.7226 8.6599
57 H -6.3366 -1.8159 8.6748
58 H -5.5347 -0.2368 8.6788
59 C -2.9593 2.4469 -3.2993
60 O -3.5213 3.6495 -2.8258
61 C -4.5380 4.1362 -3.6683
62 C -5.0639 5.4430 -3.1042
63 O -4.0990 6.4761 -3.0674
64 C -3.8847 7.0757 -4.3126
65 H -3.7117 1.6963 -3.5671
66 H -2.3888 2.0628 -2.4547
67 H -2.3001 2.5884 -4.1618
68 H -5.3779 3.4286 -3.7448
69 H -4.1412 4.2701 -4.6855
70 H -5.3353 5.2468 -2.0655
71 H -5.9322 5.7775 -3.6833
72 H -4.7628 7.6561 -4.6301
73 H -3.6176 6.3626 -5.0976
74 H -3.0585 7.7787 -4.2047
75 C 1.2715 2.0127 -3.6066
76 O 1.8814 2.5600 -4.7420
77 C 2.6039 3.7279 -4.4649
78 C 3.6192 3.9838 -5.5490
79 O 2.9683 4.1753 -6.7763
80 C 3.8783 4.3494 -7.8284
81 H 1.9775 1.9118 -2.7708
82 H 0.9176 1.0068 -3.8258
83 H 0.4054 2.5991 -3.2733
84 H 3.1445 3.6436 -3.5066
85 H 1.9388 4.5963 -4.3421
86 H 4.2888 3.1146 -5.6230
87 H 4.2113 4.8671 -5.2660
88 H 3.3198 4.5379 -8.7445
89 H 4.4968 3.4571 -7.9920
90 H 4.5399 5.2103 -7.6593
91 C -5.7573 -3.6181 -1.3466
92 O -5.5861 -2.3196 -0.8166
93 C -5.0124 -1.4435 -1.7687
94 C -5.1010 -0.0318 -1.2636
95 O -4.2595 0.1054 -0.1433
96 C -4.3439 1.3821 0.4430
97 H -6.3609 -4.1895 -0.6458
98 H -4.7839 -4.0985 -1.5019
99 H -6.2858 -3.5753 -2.3064
100 H -5.5464 -1.4980 -2.7245
101 H -3.9504 -1.7026 -1.8748
102 H -6.1357 0.2674 -1.0496
103 H -4.7597 0.6486 -2.0568
104 H -3.6412 1.4000 1.2762
105 H -5.3406 1.5646 0.8703
106 H -4.1236 2.1903 -0.2649
107 C 4.3378 2.1081 -0.4866
108 O 4.3753 0.7149 -0.5509
109 C 5.1688 0.0833 0.4155
110 C 4.5748 0.1392 1.8068
111 O 5.4154 -0.5998 2.6564
112 C 5.1087 -0.4342 4.0175
113 H 3.7663 2.4858 -1.3319
114 H 5.3452 2.5476 -0.5808
115 H 3.9212 2.4733 0.4578
116 H 6.1952 0.4848 0.4398
117 H 5.2750 -0.9568 0.0992
118 H 3.5862 -0.3480 1.7799
119 H 4.4086 1.1606 2.1656
120 H 5.2293 0.6143 4.3180
121 H 5.8030 -1.0524 4.5829
122 H 4.0812 -0.7452 4.2460
123 C 1.3735 0.3055 3.6056
124 O 2.1362 1.4761 3.5539
125 C 2.0003 2.2429 4.7214
126 C 2.6187 3.6000 4.5182
127 O 1.9572 4.2178 3.4416
128 C 2.5415 5.4325 3.0659
129 H 1.4983 -0.2759 2.6939
130 H 0.3059 0.5099 3.7501
131 H 1.7147 -0.3378 4.4333
132 H 2.4837 1.7353 5.5697
133 H 0.9445 2.4048 4.9782
134 H 3.7060 3.5632 4.3896
135 H 2.3885 4.1854 5.4247
136 H 2.4653 6.1933 3.8546
137 H 2.0037 5.8056 2.1938
138 H 3.5970 5.3064 2.7862
139 C 0.9951 3.4382 0.2393
140 O 0.8064 4.8020 -0.1587
141 H 1.7371 3.3768 1.0348
142 H 0.0502 3.0398 0.6063
143 H 1.2531 2.8236 -0.6282
144 H 1.6745 5.1785 -0.3240
145 C 4.4224 -1.5318 -3.0317
146 O 5.7497 -1.5252 -3.5502
147 H 3.7785 -2.0207 -3.7648
148 H 4.3764 -2.0898 -2.0953
149 H 3.9988 -0.5337 -2.9031
150 H 6.1218 -0.6554 -3.3904
151 C -2.6400 -3.8417 0.7201
152 O -1.9970 -5.0593 0.3192
153 H -3.5676 -4.0792 1.2414
154 H -1.9407 -3.2996 1.3624
155 H -2.8435 -3.2311 -0.1561
156 H -1.8635 -5.5911 1.1079

---

Record 4
Entry from the OMol25 dataset: C4H9N3 in the gas phase in a non-equilibrium geometry (wB97M-V/def2-TZVPD).

Summary:
SMILES string: [H]/N=C(\N)N1CCC1
Energy above the lowest of the compared OMol25 structures with the same formula, charge and spin in eV: 1.950
Frontier orbital gap in hartree: 0.3362
Energy in Ha: -322.018693

CARTESIAN COORDINATES (ANGSTROEM)
1 H 0.3119 -1.1108 2.8314
2 N 0.5976 -0.4202 2.0961
3 C 0.0045 -0.6550 0.9928
4 N -1.0478 -1.5410 0.9104
5 N 0.0614 0.1823 -0.1255
6 C 0.9606 1.2204 -0.3967
7 C 0.3405 1.1981 -1.9178
8 C -0.6744 0.1774 -1.4113
9 H -1.4797 -1.7927 0.0355
10 H -1.5982 -1.8821 1.6382
11 H 2.0295 0.7519 -0.3227
12 H 0.8291 2.1094 0.3050
13 H -0.0801 2.0803 -2.2924
14 H 1.1606 0.9201 -2.5824
15 H -1.6979 0.5026 -1.4506
16 H -0.5408 -0.7715 -1.9306

---

Record 5
Entry from the OMol25 dataset: 2 unconnected molecules or ions with the total composition C6H15N2 (wB97M-V/def2-TZVPD).

Summary:
Energy above the lowest of the compared OMol25 structures with the same formula, charge and spin in eV: 1.132
Frontier orbital gap in hartree: 0.3323
Total charge: +1
Energy in Ha: -346.870974

CARTESIAN COORDINATES (ANGSTROEM)
1 C 1.1548 -3.2040 1.4263
2 C 1.2133 -2.0544 0.4607
3 C 0.2546 -1.7801 -0.4031
4 C 0.3200 -0.6801 -1.4151
5 H 0.1796 -3.6853 1.3969
6 H 1.9194 -3.9518 1.2239
7 H 1.3171 -2.8610 2.4459
8 H 2.1284 -1.4636 0.4950
9 H -0.6267 -2.4119 -0.3981
10 H 1.0344 0.0809 -1.1015
11 H 0.6396 -1.0533 -2.3905
12 H -0.6557 -0.2287 -1.5953
13 C -0.8962 3.1559 -1.3352
14 N -0.7144 0.9482 1.5953
15 C -1.1420 1.6710 0.5784
16 N -0.3783 2.3349 -0.2351
17 H -0.6344 4.1963 -1.1661
18 H -1.9732 3.0495 -1.3810
19 H -0.4551 2.8279 -2.2719
20 H 0.2621 0.7019 1.6804
21 H -1.3640 0.3587 2.0914
22 H -2.2084 1.7165 0.4009
23 H 0.6250 2.3325 -0.1022

---

Record 6
Entry from the OMol25 dataset: a molecular structure, C2H4BNO2 in a non-equilibrium geometry (wB97M-V/def2-TZVPD).

Summary:
Energy above the lowest of the compared OMol25 structures with the same formula, charge and spin in eV: 4.856
Frontier orbital gap in hartree: 0.3695
Energy in Ha: -308.612787

CARTESIAN COORDINATES (ANGSTROEM)
1 B -1.5200 0.2041 -0.2406
2 C -3.3206 0.2186 -0.1126
3 C 0.4596 0.8530 -0.0957
4 N -4.4718 0.2553 -0.1237
5 O 1.2318 -0.2720 -0.6316
6 O -1.1362 -1.0476 -0.0075
7 H 0.5037 0.8577 1.0843
8 H 0.7917 1.8887 -0.4861
9 H 0.5393 -0.9305 -0.7718
10 H -1.7017 -1.6663 0.3547

---

Record 7
Entry from the OMol25 dataset: 6 unconnected molecules or ions with the total composition C4H18NO6S in a non-equilibrium geometry (wB97M-V/def2-TZVPD).

Summary:
Multiplicity: 2
Energy above the lowest of the compared OMol25 structures with the same formula, charge and spin in eV: 0.044
Frontier orbital gap (alpha / beta) in hartree: 0.3689 / 0.2548
Energy in Ha: -1067.508436

CARTESIAN COORDINATES (ANGSTROEM)
1 O -2.2671 -3.4123 -0.8713
2 C -2.4425 -2.2352 -0.6701
3 N -1.7819 -1.2052 -1.2677
4 C -1.9580 0.2177 -0.8186
5 C -1.4029 1.1457 -1.8795
6 S 0.0102 2.1912 -1.4435
7 C -1.3959 0.4160 0.6368
8 H -3.2487 -2.0061 0.0612
9 H -0.8271 -1.3601 -1.5735
10 H -3.0432 0.2662 -0.7805
11 H -2.2606 1.7914 -2.1612
12 H -1.2380 0.7771 -2.9024
13 H -1.6982 -0.4149 1.2586
14 H -0.3186 0.5433 0.5550
15 H -1.5925 1.4466 0.9455
16 H 0.5661 3.3222 2.0385
17 H 1.4645 3.4587 0.9076
18 O 1.2434 3.9383 1.7137
19 H 3.3023 -1.0464 -0.0626
20 H 2.4442 -2.2154 0.1624
21 O 3.1763 -1.7576 0.5777
22 H -0.1490 -3.4367 3.0405
23 H -1.6730 -3.4120 2.7035
24 O -0.7927 -3.3056 2.3453
25 H 2.0420 0.5878 -1.7684
26 H 2.8555 1.7995 -1.3369
27 O 2.8639 0.8290 -1.3363
28 H 2.9653 -0.0737 2.3733
29 H 1.9725 1.1139 2.2277
30 O 2.5524 0.6581 2.8540

---

Record 8
Entry from the OMol25 dataset: C4H6N2 in the gas phase in a non-equilibrium geometry (wB97M-V/def2-TZVPD).

Summary:
Energy above the lowest of the compared OMol25 structures with the same formula, charge and spin in eV: 2.396
Frontier orbital gap in hartree: 0.3330
Energy in Ha: -265.447527

CARTESIAN COORDINATES (ANGSTROEM)
1 C -1.9949 -0.4524 0.1215
2 C -0.5289 -0.1210 0.0712
3 C -0.0849 1.2838 -0.3457
4 N 1.2106 1.0579 -0.4417
5 C 1.6604 -0.2340 0.0985
6 N 0.4285 -0.9710 0.2278
7 H -2.5372 0.4941 0.0443
8 H -2.2839 -0.9897 1.0306
9 H -2.2187 -1.0762 -0.7496
10 H 1.9804 0.0079 1.1078
11 H 1.8840 1.7495 -0.7395
12 H 2.4845 -0.7489 -0.4252

---

Record 9
Entry from the OMol25 dataset: 2 unconnected molecules or ions with the total composition C2H6BrNOSi in a non-equilibrium geometry (wB97M-V/def2-TZVPD).

Summary:
Energy above the lowest of the compared OMol25 structures with the same formula, charge and spin in eV: 3.285
Frontier orbital gap (alpha / beta) in hartree: 0.3176 / 0.3176
Energy in Ha: -3073.170020

CARTESIAN COORDINATES (ANGSTROEM)
1 C 0.0973 1.2041 -0.3448
2 C -0.6503 -0.0287 0.0144
3 N -0.4825 2.4373 -0.0868
4 O 1.1328 0.9781 -0.9205
5 Si 0.3589 -1.6981 -0.3675
6 Br -2.4848 -0.0740 -0.1228
7 H -0.1610 0.3406 1.8055
8 H -1.2758 2.4286 0.6149
9 H -0.0369 3.2391 -0.3320
10 H -0.5203 -2.7664 0.1940
11 H 1.5842 -2.0192 0.4325
12 H 0.3262 -1.3559 -1.7130

---

Record 10
Entry from the OMol25 dataset: a molecular structure, C22H24AlClI2O2P2 in a non-equilibrium geometry (wB97M-V/def2-TZVPD).

Summary:
Energy above the lowest of the compared OMol25 structures with the same formula, charge and spin in eV: 0.000
Frontier orbital gap in hartree: 0.2452
Total charge: +2
Energy in Ha: -2983.527501

CARTESIAN COORDINATES (ANGSTROEM)
1 I 1.8630 4.1562 4.2045
2 I 2.8744 1.7163 4.5761
3 Al 1.4942 1.5734 0.1920
4 P 3.5869 2.5962 -0.6267
5 C 5.2165 1.7966 -0.7510
6 C 3.3379 3.3422 -2.2753
7 H 2.9498 4.5996 0.5451
8 H 4.6740 4.6384 0.0358
9 H 4.1445 3.6806 1.4710
10 C 3.8766 4.0248 0.4681
11 H 2.3934 3.8929 -2.2787
12 H 4.1703 4.0182 -2.4969
13 H 5.9604 2.5218 -1.0882
14 H 5.1745 0.9725 -1.4637
15 H 3.2939 2.5493 -3.0289
16 H 5.5156 1.4066 0.2216
17 C 3.0766 -0.1440 0.3856
18 O 3.4817 -1.2261 0.3735
19 Cl 0.4641 3.4352 0.0079
20 O 0.2630 0.2617 0.4694
21 P -0.9795 -0.6789 0.1748
22 C -2.2577 0.3641 -0.5880
23 C -3.4189 0.7478 0.1359
24 C -4.4158 1.5290 -0.4459
25 C -4.1833 2.0789 -1.7161
26 C -2.9591 1.8599 -2.3701
27 C -1.9912 1.0226 -1.7968
28 C -0.3260 -2.2316 -0.5225
29 C -0.4836 -3.4567 0.1757
30 C 0.0337 -4.6494 -0.3210
31 C 0.8711 -4.6045 -1.4448
32 C 1.1964 -3.3709 -2.0328
33 C 0.6280 -2.1872 -1.5505
34 C -2.0421 -1.3998 1.4363
35 C -1.9474 -1.4665 2.8325
36 C -2.8989 -2.2172 3.5433
37 C -3.9390 -2.9067 2.9239
38 C -4.0408 -2.8413 1.5379
39 C -3.1148 -2.1063 0.8237
40 H -3.5436 0.4279 1.1726
41 H -5.3630 1.6785 0.0956
42 H -4.9609 2.6683 -2.1876
43 H -2.7466 2.3301 -3.3433
44 H -1.0110 0.8916 -2.2582
45 H -1.0180 -3.4698 1.1250
46 H -0.2525 -5.5937 0.1625
47 H 1.2509 -5.5295 -1.8620
48 H 1.8798 -3.3242 -2.8943
49 H 0.9269 -1.2214 -1.9562
50 H -1.1546 -0.9510 3.3726
51 H -2.8371 -2.2740 4.6286
52 H -4.6734 -3.4821 3.4773
53 H -4.8271 -3.3535 0.9930
54 H -3.2123 -2.0949 -0.2620

---

Record 11
Entry from the OMol25 dataset: 2 unconnected molecules or ions with the total composition C4H15N2O in a non-equilibrium geometry (wB97M-V/def2-TZVPD).

Summary:
Energy above the lowest of the compared OMol25 structures with the same formula, charge and spin in eV: 2.245
Frontier orbital gap in hartree: 0.3930
Total charge: +1
Energy in Ha: -345.863210

CARTESIAN COORDINATES (ANGSTROEM)
1 C -0.9563 -1.9910 -0.6998
2 N -1.4835 -1.8121 0.6690
3 C 0.3726 -1.0607 -0.9688
4 N 0.2623 0.2072 -0.0667
5 C -0.1926 1.5012 -0.7864
6 C 0.2686 2.8363 -0.1897
7 H -0.5813 -3.0081 -0.8080
8 H -1.7021 -1.8360 -1.4337
9 H -0.8296 -2.2462 1.2752
10 H -2.3455 -2.2333 0.8838
11 H 1.3884 -1.4092 -0.7238
12 H 0.1858 -0.6640 -2.0533
13 H -0.4794 0.0256 0.7005
14 H 1.1720 0.4756 0.4580
15 H -1.2930 1.6583 -0.9511
16 H 0.2283 1.4273 -1.7937
17 H 0.9878 3.1797 -0.9290
18 H -0.5524 3.5395 -0.0745
19 H 0.7203 2.5654 0.7753
20 H 2.2169 -0.7953 2.0724
21 H 1.2156 -0.0066 2.7837
22 O 1.3970 -0.3536 1.8606

---

Record 12
Entry from the OMol25 dataset: C3H9N3O in the gas phase in a non-equilibrium geometry (wB97M-V/def2-TZVPD).

Summary:
SMILES string: C=C(N)N(N)CO
Energy above the lowest of the compared OMol25 structures with the same formula, charge and spin in eV: 3.861
Frontier orbital gap in hartree: 0.3112
Energy in Ha: -359.102548

CARTESIAN COORDINATES (ANGSTROEM)
1 C -0.8410 -0.9772 -1.5612
2 C -0.8575 -0.3706 -0.3771
3 N -2.3031 -0.4122 0.2986
4 N -0.0921 0.5270 0.2630
5 N -0.1227 0.5995 1.6639
6 C 1.4391 0.6124 -0.4326
7 O 2.3836 0.1296 0.4960
8 H -1.7428 -1.4564 -1.9239
9 H -0.0206 -0.8877 -2.2594
10 H -2.4377 -1.2645 0.8372
11 H -2.3045 0.3409 0.9938
12 H -0.0126 1.5745 1.9355
13 H 0.6807 0.0966 2.0497
14 H 1.5871 1.6853 -0.5617
15 H 1.5840 0.1391 -1.4038
16 H 3.0601 -0.3362 -0.0180